[1]
The following is a quantum chemistry calculation of the molecule C7H11N, from the Open Molecules 2025 dataset.

Output
**LUMO level**: 1.1 eV
**Total charge**: 0
**HOMO-LUMO gap**: 9.85 eV
**SMILES string**: C=C[C@@]1(C)C=CCN1
**Multiplicity**: 1

```
19
Properties=species:S:1:pos:R:3:forces:R:3
N 0.6950 -0.8374 0.1364 2.39 -1.74 -1.17
C 0.0174 1.0614 -1.1007 2.08 -0.49 0.93
C -1.5235 -0.9958 -1.0188 -0.01 -0.82 1.75
C 1.9283 -0.0091 -0.1295 -2.54 1.87 -0.31
C 1.3795 1.1189 -1.0505 -1.86 -0.46 0.01
C -0.4947 -0.0761 -0.1742 -0.97 -0.67 -1.40
C -0.2955 0.2454 2.2820 -2.70 0.43 1.59
C -1.0948 0.4055 1.2087 -1.23 -0.11 -1.61
H -0.6120 1.6853 -1.7202 -0.10 0.14 0.27
H 2.7581 -0.5224 -0.5369 0.65 -0.83 -0.44
H -2.2871 0.7849 1.1136 3.64 -0.81 0.84
H 2.2521 0.5470 0.7527 0.14 -0.46 0.46
H -1.5252 -2.0875 -0.5685 0.04 2.11 -0.72
H -0.8012 0.4875 3.2976 1.33 -0.31 -1.64
H 0.6826 -0.2777 2.2474 -0.98 0.70 -0.04
H 0.7498 -1.7766 -0.3684 -0.18 2.09 0.79
H -2.5347 -0.5550 -0.7178 1.02 -0.76 -1.34
H -1.2572 -1.1215 -2.1388 -0.67 0.71 1.91
H 1.9631 1.9233 -1.5141 -0.07 -0.58 0.11
```
Positions in Å, forces in eV/Å.

natural (NBO) atomic charge list, values in e, 5 entries: -0.652, -0.212, -0.627, -0.254, -0.201

=====

[2]
The following is a quantum chemistry calculation of the molecule C7H11N, from the Open Molecules 2025 dataset.

Output
**LUMO level (alpha / beta)**: 0.5 / 0.5 eV
**Total charge**: 0
**HOMO-LUMO gap (alpha / beta)**: 7.04 / 7.04 eV
**Multiplicity**: 1

```
19
Properties=species:S:1:pos:R:3:forces:R:3
N -0.0763 0.3927 -1.3298 -0.20 0.52 -0.55
C -1.2143 -0.2914 -0.8737 -0.23 0.19 0.11
C -1.7951 -1.0423 1.4945 0.30 -0.14 0.33
C 1.0836 1.3970 0.8186 -0.31 0.11 0.06
C -0.9192 -0.5851 0.3958 1.30 1.54 -1.21
C 1.7272 -0.9071 0.1292 -0.08 0.11 -0.09
C 0.7394 0.2352 0.2047 -0.93 -1.73 1.50
C 0.0573 1.2830 -2.2292 -0.21 -0.79 0.06
H -2.1223 -0.3312 -1.4668 0.09 -0.23 -0.03
H 2.7371 -0.5461 -0.0624 0.04 0.06 0.00
H 1.4505 -1.6084 -0.6562 0.00 -0.02 -0.05
H -1.8355 -0.2765 2.2753 0.00 -0.02 -0.09
H 1.9665 1.4389 1.4409 0.24 0.02 -0.33
H 1.0268 1.7482 -2.3361 0.06 0.19 0.11
H 0.3944 2.2277 0.8843 -0.14 0.00 0.13
H 1.7260 -1.4568 1.0685 -0.02 0.00 0.10
H -1.3671 -1.9312 1.9658 -0.08 -0.01 0.03
H -0.7607 1.5229 -2.8990 0.01 0.12 -0.02
H -2.8183 -1.2696 1.1757 0.17 0.07 -0.06
```
Positions in Å, forces in eV/Å.

natural (NBO) atomic charge list, values in e, 5 entries: -0.298, -0.156, -0.681, -0.719, 0.060

=====

Short version: ΔE to the lowest compared entry with this formula, charge and spin = 75.37 121.51 kcal per mole, in the order given.
Short version: max |F| = 3.8 2.5 eV/Å, in the order given.